1.
Molecular formula: C24H29N2O2P
Method: DFT, ωB97M-V/def2-TZVPD

XYZ file:
```
58
Properties=species:S:1:pos:R:3:forces:R:3:nbo_charge:R:1
C 3.1275 3.0413 -1.1078 -0.2 -0.3 0.3 -0.623
C 2.2972 2.7605 0.1359 0.6 0.8 0.1 0.098
C 1.4928 3.9737 0.5845 0.1 -0.4 0.0 -0.627
O 1.3987 1.6940 -0.1705 -0.6 -0.8 0.1 -0.837
P 1.1361 0.5518 0.9321 -0.7 0.1 -0.5 2.203
O 2.0661 0.5946 2.0657 0.1 -0.3 0.4 -1.089
C -0.6196 0.6942 1.3505 0.8 0.0 -0.2 -0.525
C -1.5293 1.4115 0.5844 0.1 0.0 0.1 -0.114
C -2.8631 1.4479 0.9262 -0.2 0.1 -0.1 -0.303
C -3.3436 0.7580 2.0528 0.1 0.0 0.0 0.212
N -4.6660 0.7896 2.3920 -0.2 0.0 0.1 -0.406
C -5.6303 1.4253 1.5289 0.1 0.1 -0.1 -0.401
C -5.1267 0.1683 3.6090 0.1 -0.1 0.1 -0.401
C -2.4092 0.0394 2.8198 -0.1 -0.1 0.1 -0.289
C -1.0789 0.0103 2.4688 0.0 0.0 -0.1 -0.136
C 1.2602 -0.9904 -0.1024 0.0 0.5 0.4 -0.409
N 0.2967 -0.9148 -1.1605 -0.1 0.6 0.1 -0.630
C -0.2038 -2.0290 -1.7910 -0.1 -0.3 -0.3 0.268
C 0.4847 -3.2436 -1.7914 0.1 0.2 0.2 -0.315
C -0.0264 -4.3317 -2.4723 -0.1 -0.1 -0.1 -0.168
C -1.2204 -4.2369 -3.1667 0.0 -0.2 -0.1 -0.268
C -1.9052 -3.0322 -3.1764 0.0 0.0 0.0 -0.184
C -1.4076 -1.9407 -2.4954 0.0 0.1 0.0 -0.290
C 2.6887 -1.0439 -0.5602 0.3 -0.2 -0.2 -0.070
C 3.0497 -0.5606 -1.8109 0.0 -0.1 0.0 -0.207
C 4.3772 -0.5588 -2.2010 0.0 0.0 -0.1 -0.214
C 5.3563 -1.0262 -1.3406 0.1 0.0 0.0 -0.217
C 5.0013 -1.5031 -0.0897 0.1 0.0 0.1 -0.225
C 3.6740 -1.5145 0.2988 0.0 0.0 -0.1 -0.141
H 3.8272 3.8486 -0.9110 0.1 0.1 0.0 0.212
H 2.4771 3.3255 -1.9318 -0.1 0.1 -0.1 0.204
H 3.6817 2.1498 -1.3906 0.1 0.0 0.0 0.227
H 2.9494 2.4344 0.9566 -0.1 0.1 -0.2 0.209
H 2.1602 4.7939 0.8338 0.1 0.1 0.0 0.214
H 0.9053 3.7139 1.4633 -0.1 0.1 0.1 0.218
H 0.8182 4.2911 -0.2079 -0.1 0.1 -0.1 0.204
H -1.1815 1.9646 -0.2769 0.0 0.1 -0.1 0.215
H -3.5348 2.0278 0.3147 -0.1 0.0 0.0 0.214
H -5.4919 2.5117 1.5025 -0.1 0.0 -0.1 0.192
H -5.5560 1.0384 0.5090 0.0 0.1 0.0 0.199
H -6.6341 1.2197 1.8926 0.0 0.0 0.0 0.209
H -5.0413 -0.9228 3.5622 0.0 0.0 0.1 0.193
H -4.5547 0.5270 4.4688 0.0 -0.1 0.0 0.200
H -6.1713 0.4217 3.7725 0.0 0.0 0.0 0.209
H -2.7248 -0.5075 3.6925 -0.1 0.0 0.1 0.218
H -0.3670 -0.5386 3.0680 0.0 -0.1 0.2 0.228
H 1.0535 -1.8329 0.5792 0.0 0.1 0.0 0.225
H -0.3208 -0.1170 -1.1252 -0.1 -0.2 -0.1 0.392
H 1.4266 -3.3277 -1.2711 0.1 0.0 0.0 0.219
H 0.5187 -5.2648 -2.4625 0.0 -0.1 0.0 0.210
H -1.6128 -5.0912 -3.6974 0.0 -0.1 0.0 0.210
H -2.8377 -2.9449 -3.7158 -0.1 0.0 0.0 0.210
H -1.9461 -1.0024 -2.4998 -0.1 0.1 0.0 0.204
H 2.2815 -0.1963 -2.4765 -0.1 0.0 0.0 0.228
H 4.6487 -0.1862 -3.1785 0.0 0.0 -0.1 0.212
H 6.3930 -1.0186 -1.6438 0.1 0.0 0.0 0.211
H 5.7613 -1.8673 0.5858 0.1 0.0 0.1 0.212
H 3.3953 -1.8840 1.2748 0.0 0.0 0.1 0.211
```
Positions in Å, forces in eV/Å.

As for the HOMO energy: -7.735 eV. The total energy comes out at -1533.35934 Ha. As for the multiplicity: 1. Its strongest force on any atom is 1.0 eV/Å. The total charge is 0. The HOMO-LUMO gap is 8.32 eV.

---

2.
Molecular formula: C24H29N7O5
Method: DFT, ωB97M-V/def2-TZVPD

XYZ file:
```
65
Properties=species:S:1:pos:R:3:forces:R:3:nbo_charge:R:1
C -6.5730 6.0368 0.4755 0.0 1.3 -3.4 -0.293
H -6.7838 5.8286 -0.6437 0.4 -0.1 1.7 0.181
H -7.3933 5.4689 0.9980 1.8 0.2 0.4 0.211
H -6.7515 7.1356 0.4922 0.0 -0.8 0.6 0.197
O -5.0949 5.9642 0.6373 -1.6 -3.0 1.2 -0.570
C -4.6350 4.5528 0.6981 -4.8 5.9 -1.5 0.873
O -5.2438 3.6363 0.3969 -5.7 -5.0 -1.8 -0.606
N -3.4456 4.4789 0.9321 12.0 5.4 4.7 -0.566
C -2.5342 3.3751 0.9490 -1.9 4.1 1.1 0.100
C -2.9290 2.1912 0.6909 3.3 -8.2 -0.6 -0.193
C -2.0979 0.9280 0.7058 8.2 15.8 5.1 -0.075
C -0.6729 1.2249 0.9300 -4.7 7.3 1.2 -0.018
C -0.1923 2.8049 1.2976 -3.5 -5.8 0.5 -0.165
C -1.3001 3.6169 1.4481 6.4 3.1 -0.6 -0.229
H -0.9164 4.6844 1.5694 -1.3 -1.0 0.5 0.209
H 0.8070 2.8010 1.7949 -1.0 0.8 -0.9 0.235
C 0.4041 0.4113 1.0705 -10.4 -8.8 1.3 0.345
N -0.0761 -0.9601 1.1128 -6.4 4.0 1.7 -0.568
C 0.6566 -1.8937 0.9538 9.2 -4.8 2.0 0.419
N 0.6455 -3.3000 1.1621 0.6 4.2 -1.6 -0.255
N 1.8787 -3.8691 0.9844 -4.2 -5.3 1.1 -0.222
C 2.8019 -3.0943 1.1743 -0.2 6.2 -1.0 0.028
C 2.1350 -1.7290 1.0245 3.0 2.3 0.9 -0.257
C 2.5780 -0.3668 1.0051 -2.5 -0.1 -3.9 0.432
N 1.4600 0.5406 0.6579 15.8 3.3 -1.8 -0.472
N 3.7423 0.2463 0.6857 3.8 -0.5 0.1 -0.415
C 5.0366 -0.4501 0.1848 -6.2 -5.6 3.1 -0.221
H 4.6224 -1.7288 0.3571 2.0 3.8 -0.5 0.204
H 5.9208 -0.2894 0.7762 0.2 0.5 0.1 0.221
C 5.0424 -0.3224 -1.2594 -1.6 -3.1 -1.3 -0.105
O 5.1423 0.9315 -1.6804 3.4 2.7 -2.6 -0.515
C 4.1986 1.7873 -1.2627 -3.3 -1.4 3.3 -0.048
H 4.3521 2.8048 -1.3670 1.1 1.9 -1.3 0.193
C 4.1137 1.6861 0.3608 -15.7 -4.3 -9.8 -0.187
H 3.2160 2.1886 0.7432 0.3 0.7 -0.5 0.220
H 4.7501 1.8268 0.9224 12.4 3.2 8.9 0.147
H 3.1918 1.5171 -1.7943 1.2 0.5 1.4 0.176
H 5.9050 -0.9319 -1.4717 0.6 0.1 -1.3 0.200
H 4.1057 -0.7841 -1.8125 1.5 0.3 1.5 0.190
H 3.7996 -3.4208 1.1507 1.1 -0.1 0.0 0.209
C -0.5243 -3.9781 1.1297 1.7 -9.9 0.0 -0.057
C -1.7379 -3.4538 0.8473 8.2 13.2 -7.8 -0.387
H -1.6408 -2.3483 1.1270 -1.0 -1.4 0.0 0.249
H -2.5285 -3.7552 1.0427 -12.5 -5.9 4.0 0.170
C -1.9181 -3.2235 -0.9828 1.1 12.0 5.3 -0.170
N -0.7158 -2.9716 -1.5264 6.1 -6.3 -0.5 -0.473
C 0.0522 -1.8777 -1.8136 -2.8 -3.3 -0.6 0.889
O 1.2182 -1.7910 -2.1063 0.4 -0.6 0.8 -0.627
O -0.8537 -0.9521 -2.0055 0.8 2.0 0.7 -0.506
C -0.0797 0.1353 -2.2897 -5.9 6.3 -5.8 -0.218
H 0.5940 0.5600 -1.6627 1.9 0.4 2.3 0.200
H 0.2692 0.1345 -3.3608 0.0 -0.2 1.2 0.193
H -1.0892 1.1322 -2.4343 3.1 -2.7 0.6 0.122
C 0.0647 -4.2999 -1.3432 -6.2 -0.9 1.0 -0.213
H -0.2695 -4.9015 -2.1760 -0.4 -0.4 -0.3 0.184
C -0.3638 -5.1756 0.0737 5.6 4.2 -2.7 -0.400
H 0.6163 -5.7203 0.0750 -1.1 0.1 1.0 0.235
H -1.1140 -5.7999 -0.1927 -2.8 -1.6 -0.1 0.197
H 1.0310 -4.2391 -1.5032 4.9 1.0 0.0 0.203
H -2.6078 -3.8555 -1.0170 -4.8 -6.3 -2.6 0.186
H -2.4471 -2.0739 -1.2150 0.5 -3.4 1.3 0.198
H -0.6718 -4.5451 2.0249 0.3 -0.3 1.5 0.201
H -2.3299 0.1476 0.3556 -3.8 -11.1 -4.4 0.173
H -3.8207 1.8466 0.5037 -5.2 -0.4 -1.2 0.232
H -2.9993 5.4774 1.3992 -1.5 -3.9 -2.0 0.408
```
Positions in Å, forces in eV/Å.

As for the HOMO energy: -7.549 eV. For the energy above the lowest of the compared OMol25 structures with the same formula, charge and spin, the calculation gives 2364.2 kJ/mol. The total energy comes out at -1690.61316 Ha. As for the multiplicity: 1. Its strongest force on any atom is 19.0 eV/Å. The total charge is 0. The HOMO-LUMO gap is 7.49 eV.

---

3.
Molecular formula: C24H30AsCuSb
Method: DFT, ωB97M-V/def2-TZVPD

XYZ file:
```
57
Properties=species:S:1:pos:R:3:forces:R:3:nbo_charge:R:1
Cu 0.5044 -0.3826 1.1385 0.0 0.1 0.1 0.417
C -1.5923 -1.3659 4.4006 -0.1 0.0 0.0 -0.617
C -0.3086 -2.1586 4.2036 0.1 -0.1 0.1 -0.697
As 1.0866 -1.1644 3.2778 0.0 0.0 -0.2 0.863
C 2.6122 -2.3739 3.2861 0.0 0.0 0.1 -0.692
C 2.3699 -3.6374 2.4727 0.0 -0.1 0.0 -0.619
C 1.6611 0.2087 4.5335 0.0 -0.1 0.0 -0.697
C 0.8982 1.5210 4.4274 0.0 0.1 0.0 -0.615
H -2.3510 -1.9864 4.8768 0.0 0.0 0.0 0.234
H -2.0006 -1.0156 3.4506 0.0 0.0 0.0 0.209
H -1.4379 -0.4972 5.0404 0.0 0.0 0.0 0.211
H -0.4908 -3.0592 3.6153 0.0 0.0 0.0 0.234
H 0.1156 -2.4766 5.1593 0.0 0.0 0.0 0.229
H 2.8432 -2.6023 4.3287 0.0 0.0 0.0 0.231
H 3.4510 -1.8006 2.8875 0.0 0.0 0.0 0.233
H 1.5509 -4.2321 2.8785 0.0 0.0 0.0 0.212
H 3.2565 -4.2710 2.4716 0.0 0.0 0.0 0.234
H 2.1310 -3.4050 1.4325 0.0 0.0 0.0 0.207
H 2.7232 0.3609 4.3311 0.0 0.0 0.0 0.235
H 1.5852 -0.2288 5.5315 0.0 0.0 0.0 0.231
H 1.0119 1.9679 3.4381 0.0 0.0 0.0 0.208
H 1.2761 2.2384 5.1559 0.0 0.0 0.0 0.233
H -0.1680 1.3965 4.6153 0.0 0.0 0.0 0.211
C 1.4408 4.8105 -2.7527 0.0 0.0 0.0 -0.184
C 1.6373 3.6746 -3.5227 0.0 0.0 0.0 -0.216
C 1.2043 2.4381 -3.0630 0.0 0.0 0.0 -0.160
C 0.5758 2.3403 -1.8260 0.1 0.1 -0.1 -0.391
C 0.3843 3.4828 -1.0529 0.0 0.0 0.1 -0.227
C 0.8131 4.7162 -1.5178 0.0 0.0 0.0 -0.199
Sb -0.1180 0.4903 -1.1339 0.0 -0.3 0.3 1.121
C -2.2005 0.6300 -1.4006 0.0 0.1 -0.1 -0.386
C -2.7614 1.7073 -2.0756 0.0 0.1 0.0 -0.166
C -4.1364 1.7696 -2.2592 0.0 0.0 0.0 -0.216
C -4.9487 0.7564 -1.7722 0.0 0.0 0.0 -0.186
C -4.3891 -0.3210 -1.0987 0.0 0.0 0.0 -0.199
C -3.0168 -0.3829 -0.9092 -0.1 -0.1 0.0 -0.228
C 0.4223 -0.8607 -2.6493 0.0 0.0 -0.1 -0.392
C 1.5820 -1.6181 -2.5271 0.1 0.0 0.0 -0.226
C 1.9487 -2.5013 -3.5328 0.0 0.0 0.0 -0.202
C 1.1535 -2.6316 -4.6617 0.0 0.0 0.0 -0.184
C -0.0071 -1.8804 -4.7870 0.0 0.0 0.0 -0.216
C -0.3733 -0.9956 -3.7834 -0.1 0.0 0.0 -0.160
H 1.7773 5.7730 -3.1141 0.0 0.0 0.0 0.228
H 2.1266 3.7486 -4.4846 0.0 0.0 0.0 0.227
H 1.3589 1.5568 -3.6745 0.0 0.0 0.0 0.217
H -0.1062 3.4225 -0.0870 0.0 0.0 0.0 0.214
H 0.6582 5.6019 -0.9164 0.0 0.0 0.0 0.226
H -2.1359 2.5038 -2.4621 0.0 0.0 0.0 0.217
H -4.5704 2.6096 -2.7848 0.0 0.0 0.0 0.227
H -6.0195 0.8063 -1.9168 0.0 0.0 0.0 0.227
H -5.0215 -1.1129 -0.7197 0.0 0.0 0.0 0.225
H -2.5967 -1.2334 -0.3819 0.0 0.0 0.0 0.211
H 2.2146 -1.5244 -1.6502 0.0 0.0 0.0 0.209
H 2.8533 -3.0862 -3.4334 0.0 0.0 0.0 0.225
H 1.4371 -3.3215 -5.4453 0.0 0.0 0.0 0.227
H -0.6281 -1.9840 -5.6666 0.0 0.0 0.0 0.227
H -1.2862 -0.4203 -3.8902 0.0 0.0 0.0 0.216
```
Positions in Å, forces in eV/Å.

As for the HOMO energy: -11.667 eV. For the energy above the lowest of the compared OMol25 structures with the same formula, charge and spin, the calculation gives 0.0 kJ/mol. The total energy comes out at -5048.79423 Ha. As for the multiplicity: 1. Its strongest force on any atom is 0.5 eV/Å. The total charge is +1. The HOMO-LUMO gap is 8.98 eV.

---

4.
Molecular formula: C24H30B3F30O12Sn
Method: DFT, ωB97M-V/def2-TZVPD

XYZ file:
```
100
Properties=species:S:1:pos:R:3:forces:R:3:mulliken_charge:R:1
Sn -0.4118 0.8068 -0.1399 -0.7 2.0 -0.7 1.338
B -0.1549 1.6761 -3.4992 -0.4 0.3 -1.9 -0.570
F 0.0585 2.3348 -4.7034 0.3 -0.2 -0.5 -0.300
F 1.0074 1.0208 -3.0964 1.1 -1.3 0.6 -0.255
F -0.4475 2.5828 -2.5546 -0.3 1.3 2.7 -0.093
F -1.2226 0.7982 -3.5978 -0.2 -1.2 0.1 0.105
B -0.8907 3.6159 1.5091 -2.6 1.9 -0.4 -0.311
F 0.1052 2.7919 1.9273 1.9 -1.7 1.0 -0.150
F -0.8977 4.8810 2.0501 0.7 0.5 1.1 -0.305
F -0.8422 3.7325 0.1705 1.6 -0.3 -3.1 -0.100
F -2.1329 3.0342 1.6868 -1.0 -1.5 1.5 -0.285
B -3.8632 2.0024 -1.3857 -1.5 3.6 -1.3 0.128
F -2.8157 2.8745 -1.4161 1.6 0.7 -0.2 -0.220
F -4.5882 2.1199 -2.5909 -0.1 -0.5 0.2 -0.376
F -3.3981 0.7805 -1.1769 1.7 -4.4 0.7 0.069
F -4.6388 2.3876 -0.3102 -1.4 -0.2 1.2 -0.416
C -5.9495 0.1222 2.4303 1.9 -0.7 0.5 -1.369
C -4.5471 -0.2874 1.8483 -0.4 1.2 -1.1 0.644
O -4.0447 -1.5051 2.5303 0.5 -1.8 -1.0 -0.350
C -2.9765 -2.1978 2.0108 1.0 5.0 -2.0 0.201
O -2.1094 -1.5867 1.3329 -2.4 -2.7 1.6 0.134
C -2.8189 -3.7016 2.4122 -0.4 3.0 0.3 0.729
F -1.6331 -3.7265 3.0482 -0.4 -1.2 -0.4 -0.194
F -3.8081 -3.9523 3.2817 0.6 -1.1 -0.4 -0.272
F -2.8539 -4.4800 1.3313 0.1 -0.1 1.0 -0.194
H -5.7609 0.1890 3.5018 -0.5 -0.2 0.2 0.353
H -6.6913 -0.6379 2.1853 0.1 0.0 0.2 0.332
H -6.3211 1.1064 2.1453 0.5 -0.1 -0.6 0.375
H -3.7937 0.4988 1.7987 0.1 0.2 1.3 -0.158
H -4.6047 -0.3617 0.7624 -0.3 -1.2 -0.1 0.018
C 4.6114 -1.8904 -1.1078 0.7 -0.8 -0.5 -1.011
C 4.9920 -0.4320 -0.9634 -0.7 -0.8 -2.4 -0.022
O 4.8791 -0.0498 0.3704 -0.4 1.1 1.9 -0.334
C 3.6846 0.1018 0.9363 -1.3 -0.5 0.0 -0.065
O 2.5753 -0.0177 0.4408 1.7 0.3 0.3 0.257
C 3.7607 0.3226 2.5067 1.6 -1.5 -0.8 0.567
F 5.0268 0.5277 2.9539 -0.8 0.5 -0.4 -0.287
F 2.9735 1.3110 2.8485 -0.2 -0.1 0.5 -0.015
F 3.3952 -0.8536 3.0884 -0.1 1.2 -0.4 -0.283
H 5.3564 -2.4821 -0.5758 -0.1 -0.1 0.4 0.351
H 4.7470 -2.2195 -2.1380 -0.1 0.2 -0.2 0.469
H 3.6214 -2.2291 -0.8022 0.0 0.6 0.1 0.017
H 4.4795 0.2254 -1.6657 -0.9 0.1 0.5 -0.015
H 6.0016 -0.3033 -1.3538 0.4 -0.1 1.0 0.417
C 2.2753 -2.2487 -3.9307 -0.7 1.6 0.4 -0.981
C 0.9638 -2.8431 -3.5328 -1.5 0.1 -3.3 0.056
O 1.0606 -3.6679 -2.4526 1.1 -1.9 3.0 -0.323
C 0.7935 -3.2844 -1.2264 -2.1 2.0 -0.6 0.357
O 0.0871 -2.3196 -0.9343 1.7 -1.4 0.0 -0.022
C 1.3464 -4.2632 -0.1745 -2.5 -1.4 -1.4 0.542
F 0.3581 -4.9274 0.4354 -1.8 -1.8 -1.3 -0.272
F 2.2016 -5.1222 -0.7188 0.3 -0.1 0.2 -0.269
F 1.7894 -3.6711 0.8289 3.9 3.4 2.9 -0.132
H 2.3763 -1.4308 -3.2174 1.1 -0.1 0.3 0.006
H 2.1109 -1.6570 -4.8312 0.1 -0.4 -0.4 0.475
H 3.0967 -2.9590 -4.0249 -0.1 0.2 0.2 0.313
H 0.6371 -3.5329 -4.3110 -0.1 0.0 -0.3 0.256
H 0.1449 -2.1277 -3.4575 0.3 0.3 0.3 0.128
C -3.4609 -3.6173 -2.0412 1.3 1.1 -0.7 -1.016
C -3.6825 -2.3546 -2.9494 -1.3 -1.6 0.9 0.200
O -3.0156 -2.4992 -4.1908 1.8 1.0 -1.3 -0.263
C -2.9243 -1.4141 -5.0285 -4.3 2.0 1.7 0.435
O -3.5650 -0.3518 -4.8807 2.6 -3.9 -0.1 -0.513
C -2.2026 -1.6612 -6.3861 -1.2 0.6 3.4 0.823
F -0.9805 -1.2184 -6.1803 1.8 -0.6 -0.7 -0.193
F -2.2513 -2.9400 -6.8114 0.3 1.0 -0.3 -0.252
F -2.8068 -0.8016 -7.1500 -0.2 -0.2 -2.5 -0.229
H -3.7614 -4.5767 -2.4623 -0.9 0.3 0.0 0.427
H -3.8631 -3.3340 -1.0685 -0.4 -0.5 -0.1 0.275
H -2.4027 -3.8138 -1.8691 0.3 0.5 0.1 0.045
H -3.4884 -1.4360 -2.3957 0.3 0.1 -0.4 -0.012
H -4.7442 -2.4083 -3.1900 -0.2 0.6 0.1 0.341
C 4.4579 3.8708 2.1403 1.0 -0.3 -0.3 -1.181
C 3.1868 4.4071 1.4488 1.2 -0.2 3.1 0.493
O 3.4957 4.4889 0.0994 -1.3 -1.7 -4.3 -0.395
C 2.8941 3.6381 -0.8368 -3.6 -2.7 3.2 0.343
O 2.0288 2.7514 -0.5476 3.8 3.4 -0.8 0.007
C 3.2065 3.8515 -2.3425 -0.1 1.5 1.1 0.740
F 2.0989 3.9302 -3.0348 -0.2 0.2 0.1 -0.190
F 3.8873 5.0116 -2.4298 0.1 0.0 -0.5 -0.277
F 3.9387 2.8875 -2.8431 0.8 -0.9 -0.1 -0.239
H 4.8178 2.8929 1.8204 -0.9 -0.5 -0.3 0.099
H 4.4525 3.8015 3.2281 -0.4 0.4 0.0 0.383
H 5.3562 4.3963 1.8162 -0.2 0.9 0.3 0.385
H 3.0304 5.4302 1.7906 0.0 0.1 -0.2 0.366
H 2.3339 3.8685 1.8617 -0.4 -0.4 -1.3 -0.286
C -0.2396 2.9383 5.6524 0.9 0.0 -0.2 -1.231
C -1.1370 1.8659 5.0866 -0.1 1.4 -1.5 0.366
O -0.4179 0.6566 5.1034 1.0 -3.3 0.0 -0.369
C -0.1488 -0.1441 4.0161 -0.5 3.6 1.0 0.271
O -0.4198 0.1971 2.9029 0.2 -1.1 -0.4 -0.262
C 0.6453 -1.3867 4.4613 1.0 -0.2 -0.1 0.778
F 1.6225 -1.0857 5.3574 -1.1 -0.1 -0.2 -0.281
F -0.2222 -2.2477 4.9750 -0.1 -0.2 0.6 -0.271
F 1.2722 -2.0060 3.4590 -0.7 0.2 -0.2 -0.148
H 0.3157 2.5950 6.5253 -0.8 0.2 0.8 0.375
H -0.7830 3.8806 5.7220 0.1 -0.1 0.5 0.406
H 0.6315 3.1287 5.0254 -0.3 0.0 -0.8 0.169
H -1.3634 2.1391 4.0559 -0.2 -0.1 -0.1 -0.151
H -2.0918 1.7940 5.6074 0.2 -0.5 0.3 0.343
```
Positions in Å, forces in eV/Å.

As for the HOMO energy: -7.704 eV. For the energy above the lowest of the compared OMol25 structures with the same formula, charge and spin, the calculation gives 451.3 kJ/mol. The total energy comes out at -5120.93026 Ha. As for the multiplicity: 1. Its strongest force on any atom is 6.0 eV/Å. The total charge is -1. The HOMO-LUMO gap is 8.24 eV.